Record 1
C3H10NS | ωB97M-V/def2-TZVPD

```
15
Properties=species:S:1:pos:R:3:forces:R:3
C -0.6698 -1.3218 0.6236 -2.714 -2.265 -0.356
C -0.5031 -1.2258 -0.8600 -2.871 1.571 0.854
C 0.4513 -0.0375 -1.3525 1.660 0.700 -0.409
S 0.0208 1.2479 -0.1986 -0.111 -0.944 -1.547
N -1.9174 -0.7244 1.1093 1.556 2.148 -0.015
H -0.8382 -2.3452 0.9803 1.073 -0.113 -0.357
H 0.2148 -0.8592 0.8689 2.018 0.082 2.465
H -1.4926 -1.1994 -1.3264 0.361 0.364 -0.304
H 0.0435 -1.9996 -1.2426 1.399 -2.288 -0.819
H 0.1680 0.0956 -2.4186 0.230 0.480 0.811
H 1.5561 -0.4150 -1.2821 -2.035 0.852 0.245
H 3.2962 4.9443 0.9033 -1.561 2.578 -1.314
H -2.0205 -0.8962 2.1270 0.108 0.453 -0.770
H -1.9228 0.3191 0.8978 -0.669 -1.033 0.204
H 3.6137 4.4174 1.1708 1.556 -2.584 1.312
```
Forces are in eV/Å.

energy above the lowest of the compared OMol25 structures with the same formula, charge and spin: 150.5 kcal/mol
HOMO-LUMO gap: 5.56 eV
charge: +1
largest force on an atom: 0.06909 Eh/bohr
electronic energy: -15585.5758 eV

---

Record 2
C25H28I2IrN3O | ωB97M-V/def2-TZVPD

```
60
Properties=species:S:1:pos:R:3:forces:R:3
Ir -0.6318 0.5975 0.4402 -0.228 0.272 0.337
I 5.0743 5.6909 0.9022 0.010 0.021 0.006
C 3.7227 4.1586 0.4915 -0.060 -0.027 0.024
C 4.0275 3.2084 -0.4724 0.053 0.044 0.008
C 3.1230 2.1998 -0.7346 -0.048 0.048 0.015
I 3.5715 0.7395 -2.1513 0.068 0.006 0.033
C 1.8940 2.1055 -0.0579 0.004 0.151 0.042
O 1.1003 1.1064 -0.3881 0.014 -0.344 0.142
C 1.6078 3.0763 0.9283 -0.069 -0.158 -0.049
C 0.3761 3.0138 1.8037 0.049 0.077 0.038
N -0.8425 2.5993 1.0750 0.070 -0.109 -0.154
C -2.1017 2.7054 1.8783 -0.082 -0.110 0.012
C -2.9833 1.5337 1.5725 0.102 -0.026 0.069
C -4.3330 1.6045 1.3895 0.039 -0.019 -0.002
C -5.0921 0.4390 1.2127 0.000 -0.039 0.009
C -4.4105 -0.8042 1.2785 -0.023 0.055 -0.009
C -3.0654 -0.8495 1.4305 0.009 0.047 -0.014
N -2.2825 0.3038 1.5247 0.114 0.204 -0.274
C 2.5251 4.0867 1.1823 0.099 0.066 -0.067
H 4.9622 3.2498 -1.0135 0.007 0.009 0.002
H 0.2073 3.9938 2.2627 0.065 -0.028 -0.034
H 0.5173 2.2912 2.6127 -0.020 0.020 -0.016
H -0.9134 3.1703 0.2347 -0.121 0.015 0.064
H -2.6099 3.6495 1.6744 0.025 -0.026 0.044
H -1.7970 2.7017 2.9299 -0.001 -0.056 -0.023
H -4.8107 2.5758 1.4098 -0.020 0.042 0.002
H -6.1591 0.4852 1.0626 -0.025 0.001 0.000
H -4.9565 -1.7349 1.2116 -0.016 -0.029 0.000
H -2.5178 -1.7797 1.4781 -0.021 -0.009 -0.020
H 2.2950 4.8251 1.9389 0.003 0.041 0.028
C 0.2515 -3.2096 2.0105 0.000 0.019 0.000
C 1.5422 -2.8546 1.2700 -0.015 -0.070 -0.011
C 2.1848 -1.5893 1.8415 0.013 0.014 -0.037
C 1.3635 -2.8196 -0.2349 0.016 -0.039 -0.079
C 2.1588 -3.6424 -1.0098 0.018 0.039 0.044
C 2.0457 -3.6730 -2.3922 0.073 -0.048 0.001
C 1.1017 -2.8841 -3.0283 -0.076 0.055 0.012
C 0.2621 -2.0383 -2.3245 0.019 -0.032 0.060
C -0.7350 -1.2165 -3.1201 0.012 -0.005 -0.010
C -2.1793 -1.3370 -2.6354 -0.002 -0.012 0.012
C -0.2994 0.2447 -3.2613 -0.071 -0.009 -0.017
C 0.4128 -1.9796 -0.8987 -0.149 0.068 0.086
N -0.3286 -1.1391 -0.1684 0.200 -0.136 -0.333
H 0.4528 -3.3285 3.0757 0.009 -0.014 0.032
H -0.1727 -4.1420 1.6366 -0.014 -0.019 -0.011
H -0.4943 -2.4240 1.8963 0.032 0.005 0.034
H 2.2511 -3.6706 1.4480 -0.054 0.025 0.006
H 1.5099 -0.7376 1.7846 -0.051 0.049 -0.019
H 3.0973 -1.3325 1.3034 0.034 0.011 -0.026
H 2.4370 -1.7517 2.8907 0.013 0.006 0.023
H 2.8895 -4.2718 -0.5181 0.023 -0.027 0.009
H 2.6872 -4.3210 -2.9731 0.024 -0.036 -0.017
H 1.0079 -2.9274 -4.1064 0.001 0.000 -0.017
H -0.7076 -1.6488 -4.1264 0.001 0.021 0.043
H -2.3146 -0.9277 -1.6370 -0.001 0.033 0.062
H -2.5026 -2.3783 -2.6215 -0.009 -0.037 0.015
H -2.8376 -0.7873 -3.3091 -0.025 0.002 -0.044
H -0.3694 0.7725 -2.3124 0.023 0.005 -0.011
H -0.9436 0.7546 -3.9802 -0.021 -0.012 -0.026
H 0.7322 0.3175 -3.6067 -0.020 0.007 0.005
```
Forces are in eV/Å.

energy above the lowest of the compared OMol25 structures with the same formula, charge and spin: 0.0 kcal/mol
2S+1: 5
HOMO-LUMO gap (alpha / beta): 5.77 / 7.00 eV
largest force on an atom: 0.00952 Eh/bohr
electronic energy: -51935.0144 eV

---

Record 3
C8H10N2O2 | ωB97M-V/def2-TZVPD

```
22
Properties=species:S:1:pos:R:3:forces:R:3
H -2.6198 1.4265 -1.1084 -0.451 -0.017 0.111
N -3.1401 0.5584 -1.2558 1.649 -1.566 0.073
C -2.2239 -0.3732 -1.2403 0.769 3.012 -1.233
N -2.4915 -1.6751 -1.4308 1.272 -3.402 -1.024
O -1.3477 -2.4235 -2.0736 -1.524 -0.684 2.214
C -0.7333 -0.0936 -0.9665 1.076 1.072 1.834
C 0.4702 -0.3447 -1.6721 -0.089 -1.997 -1.005
C 1.7051 -0.3504 -0.9920 -1.108 2.493 0.726
C 1.8963 0.2519 0.2807 -0.213 -1.661 1.173
C 0.7066 0.6349 0.9962 -0.018 -1.560 -2.176
O 0.6268 0.8421 2.3208 1.578 1.755 1.468
C 1.7156 1.5758 3.0247 -0.224 0.547 1.400
C -0.5648 0.4628 0.3353 1.210 -0.119 -0.875
H -3.3062 -1.9953 -1.9433 -0.047 0.650 0.152
H -1.1638 -3.1935 -1.4313 -0.535 1.877 -1.243
H 0.4707 -0.8041 -2.7187 -0.193 0.805 1.674
H 2.6004 -0.6330 -1.4747 0.621 -0.525 -0.769
H 2.9343 0.0211 0.7953 -2.339 1.045 -0.932
H 2.7519 1.0619 2.9925 -1.936 0.362 0.130
H 1.2889 1.6620 4.1799 1.365 -0.248 -3.220
H 1.9216 2.6443 2.6005 -0.856 -1.878 0.580
H -1.4973 0.7447 0.7815 -0.006 0.036 0.942
```
Forces are in eV/Å.

energy above the lowest of the compared OMol25 structures with the same formula, charge and spin: 112.1 kcal/mol
HOMO-LUMO gap: 9.20 eV
largest force on an atom: 0.07338 Eh/bohr
SMILES: [H]/N=C(/NO)c1cccc(OC)c1
electronic energy: -15529.1473 eV

---

Record 4
C11H26IN2O4P2 | ωB97M-V/def2-TZVPD

```
46
Properties=species:S:1:pos:R:3:forces:R:3
C -0.4038 -3.3784 1.6900 -0.046 -0.193 -0.095
C -0.8263 -2.2430 0.7507 0.266 0.098 0.113
C -0.7802 -2.5529 -0.7502 -0.017 0.155 -0.131
N 0.0390 -1.5856 -1.4761 0.281 -0.155 0.078
P 1.7986 -1.9527 -1.3192 -0.188 -0.612 1.198
I 2.1904 -0.8923 -3.8195 0.093 0.334 -0.715
P 2.1928 0.1176 -0.4223 -0.004 -0.188 0.257
N 2.7031 0.1081 1.0957 0.118 0.168 -0.240
H -1.1640 -3.6095 2.4354 -0.064 0.023 0.099
H -0.2192 -4.2983 1.1338 0.021 -0.063 -0.017
H 0.5172 -3.1327 2.2139 0.073 -0.005 0.058
H -0.1416 -1.4099 0.9022 -0.114 0.159 0.103
H -1.8214 -1.8946 1.0111 -0.098 0.085 0.032
H -0.4289 -3.5841 -0.9078 0.075 -0.138 -0.008
H -1.7825 -2.4885 -1.1712 -0.106 -0.122 -0.040
H -0.1767 -1.6457 -2.4618 -0.079 0.179 -0.168
H 3.2305 -2.1417 -1.2953 0.034 0.081 -0.128
H 1.6260 -3.2463 -1.9392 0.014 0.137 -0.127
H 1.6577 -2.4598 0.0077 0.029 0.072 -0.043
H 3.1370 0.7359 -1.2652 0.081 -0.123 -0.208
H 1.0559 0.9089 -0.6191 -0.103 0.198 -0.186
H 2.0455 0.5938 1.6915 -0.091 -0.057 0.157
O -3.9502 -1.2352 -2.1726 0.038 -0.045 -0.164
C -4.4725 -0.8581 -1.1722 -0.211 0.044 0.199
O -3.9609 -1.1054 0.0612 -0.078 -0.034 -0.067
C -4.8537 -0.6453 1.0828 0.034 0.100 -0.003
C -5.7140 0.4288 0.4166 0.083 -0.094 -0.129
C -5.7761 -0.0829 -1.0220 0.136 0.071 0.162
H -5.4457 -1.4949 1.4318 -0.039 0.008 -0.004
H -4.2490 -0.2726 1.9053 0.026 -0.007 0.017
H -6.6825 0.5511 0.8966 -0.028 -0.049 -0.007
H -5.1935 1.3857 0.4472 0.012 0.020 0.015
H -6.5976 -0.7851 -1.1760 -0.018 -0.007 -0.022
H -5.8338 0.6919 -1.7804 -0.028 -0.009 -0.047
O 1.5257 3.4192 1.2343 -0.165 0.129 0.085
C 2.6389 3.4611 0.8039 0.271 -0.151 -0.022
O 2.9159 3.2938 -0.5092 -0.122 0.186 -0.046
C 4.3307 3.3133 -0.7401 0.068 -0.143 0.103
C 4.9225 4.0680 0.4502 -0.179 -0.047 0.034
C 3.9359 3.6990 1.5590 0.035 0.055 -0.115
H 4.6771 2.2786 -0.7785 0.025 0.002 0.014
H 4.5039 3.7829 -1.7046 -0.018 0.038 -0.012
H 5.9532 3.7864 0.6536 0.000 -0.062 0.011
H 4.8916 5.1428 0.2637 0.007 0.021 -0.009
H 4.1930 2.7598 2.0522 -0.008 -0.047 -0.036
H 3.7920 4.4690 2.3119 -0.017 -0.012 0.055
```
Forces are in eV/Å.

energy above the lowest of the compared OMol25 structures with the same formula, charge and spin: 0.0 kcal/mol
HOMO-LUMO gap: 6.26 eV
charge: -1
largest force on an atom: 0.02641 Eh/bohr
electronic energy: -49677.2138 eV